The following is a DFT calculation (ωB97M-V with the def2-TZVPD basis set) of C56H50N7Sb2Ti as an isolated structure in a non-equilibrium geometry.

Each line ends with the Löwdin charge.
Element x y z (Å)
1 Sb 0.762 1.974 2.003  1.49
2 Sb -0.695 0.916 -2.057  1.51
3 Ti -0.445 -1.818 -0.878  0.63
4 N 2.085 -1.072 -3.380  0.16
5 N 0.728 -2.996 -1.923  -0.01
6 N -1.029 -2.430 0.627  -0.09
7 N 4.685 -3.086 1.390  0.14
8 N 1.093 -0.754 -0.031  0.08
9 N -1.881 -2.731 -2.116  0.01
10 N 5.093 1.139 0.223  0.14
11 C 1.535 1.266 3.867  -0.40
12 C -3.191 -2.599 -2.406  -0.34
13 C -1.134 5.208 4.425  -0.10
14 C -1.296 -2.805 1.915  -0.28
15 C -0.265 -3.228 2.799  -0.22
16 C 2.816 -1.909 -2.648  -0.23
17 C -3.819 4.309 -3.928  -0.10
18 C -1.849 -3.350 4.635  -0.12
19 C 4.073 0.071 -4.051  -0.04
20 C 4.824 -0.735 -3.215  -0.05
21 C 1.836 0.747 -4.971  -0.05
22 C -1.500 6.140 3.461  -0.11
23 C -0.005 -4.145 -1.662  -0.26
24 C 0.871 2.413 -1.949  -0.38
25 C 0.680 -5.343 -1.359  -0.02
26 C -1.201 5.904 2.125  -0.10
27 C -2.113 2.379 -2.806  -0.38
28 C 1.685 4.684 -2.108  -0.09
29 C 1.393 -0.080 4.211  -0.12
30 C -0.540 4.736 1.758  -0.15
31 C -2.022 0.510 -0.309  -0.37
32 C 2.980 0.184 6.002  -0.10
33 C -0.482 4.037 4.053  -0.13
34 C 2.110 -0.617 5.274  -0.08
35 C 4.193 -1.746 -2.517  -0.03
36 C 3.561 -0.904 0.594  -0.26
37 C 2.416 2.062 4.606  -0.15
38 C 2.189 1.981 -1.791  -0.17
39 C 4.396 0.231 0.385  -0.24
40 C 2.101 -3.055 -2.031  -0.22
41 C 2.033 -5.337 -1.293  -0.07
42 C 3.242 2.883 -1.785  -0.08
43 C -3.740 -2.396 1.477  -0.03
44 C -2.340 -5.017 -1.412  -0.04
45 C 1.149 -3.400 2.297  -0.04
46 C -0.559 -3.473 4.136  -0.09
47 C -3.211 2.857 -2.098  -0.12
48 C 2.220 -0.850 0.242  -0.20
49 C -1.897 2.874 -4.099  -0.15
50 C -2.872 -3.005 3.760  -0.08
51 C -1.084 0.872 2.114  -0.37
52 C -1.419 -3.980 -1.715  -0.26
53 C 4.159 -2.117 1.043  -0.25
54 C -4.103 -3.606 -2.208  -0.08
55 C 2.989 4.241 -1.939  -0.08
56 C -3.639 -1.290 -3.002  -0.04
57 C -4.054 3.819 -2.651  -0.09
58 C -3.664 -4.826 -1.645  -0.10
59 C 0.631 3.776 -2.118  -0.14
60 C 2.765 -4.173 -1.654  -0.03
61 C -2.135 1.228 1.046  -0.33
62 C -2.621 -2.748 2.419  -0.22
63 C -0.180 3.785 2.715  -0.39
64 C -2.737 3.829 -4.657  -0.09
65 C 3.127 1.527 5.673  -0.10
66 C 2.697 -0.127 -4.091  -0.35
67 H 1.850 1.781 -4.615  0.07
68 H -2.542 4.206 -5.654  0.10
69 H -4.892 4.191 -2.074  0.10
70 H -1.357 5.394 5.469  0.10
71 H -1.474 6.631 1.368  0.10
72 H -0.863 -0.194 2.039  0.03
73 H 2.216 0.736 -5.995  0.08
74 H 2.403 0.928 -1.644  0.06
75 H -3.418 2.505 -1.095  0.08
76 H -1.809 -0.542 -0.079  -0.03
77 H -2.985 0.521 -0.814  0.03
78 H -1.043 2.521 -4.671  0.09
79 H 4.530 0.857 -4.640  0.11
80 H 0.720 -0.718 3.643  0.08
81 H -4.710 -2.608 1.935  0.07
82 H 2.561 -6.239 -1.008  0.10
83 H -0.379 4.146 -2.242  0.09
84 H 2.549 3.108 4.341  0.09
85 H 4.755 -2.387 -1.851  0.10
86 H 5.890 -0.575 -3.106  0.11
87 H -2.010 7.051 3.751  0.09
88 H -4.378 -5.609 -1.419  0.10
89 H 1.566 -4.355 2.626  0.08
90 H 4.250 2.520 -1.634  0.08
91 H -5.142 -3.451 -2.469  0.10
92 H 1.999 -1.666 5.525  0.10
93 H -4.471 5.065 -4.352  0.10
94 H -1.484 1.074 3.106  0.06
95 H -2.220 2.310 0.918  0.08
96 H -2.055 -3.527 5.686  0.09
97 H -0.202 3.315 4.814  0.09
98 H 1.475 5.742 -2.221  0.10
99 H 0.810 0.383 -4.973  0.06
100 H 3.806 4.953 -1.918  0.10
101 H 1.813 -2.616 2.674  0.06
102 H 0.136 -6.257 -1.169  0.10
103 H 0.247 -3.770 4.802  0.10
104 H -3.093 0.887 1.457  0.10
105 H -3.893 -2.931 4.126  0.10
106 H -3.722 -1.335 1.205  0.06
107 H 3.813 2.152 6.235  0.10
108 H 3.551 -0.240 6.819  0.10
109 H -3.655 -2.963 0.550  0.06
110 H -4.362 -0.785 -2.357  0.08
111 H 1.175 -3.368 1.215  0.05
112 H -2.794 -0.631 -3.174  0.01
113 H -0.295 4.572 0.711  0.08
114 H -4.124 -1.471 -3.962  0.08
115 H 3.846 -4.193 -1.647  0.10
116 H -1.980 -5.951 -1.001  0.10

Force components x, y, z for each atom (eV/Å):
Sb -0.09 0.22 -0.16
Sb -0.58 1.03 -0.02
Ti -2.09 -1.80 -0.66
N -0.18 0.04 -0.39
N 1.35 0.32 0.32
N 0.48 0.04 0.83
N -0.10 0.14 -0.09
N 0.97 0.21 0.10
N -0.29 0.23 -0.12
N -0.08 -0.17 -0.01
C 0.25 -0.09 -0.02
C -0.35 -0.07 -0.18
C 0.01 0.00 -0.04
C 0.09 -0.06 0.22
C 0.03 0.10 -0.25
C -0.05 0.01 0.14
C 0.00 -0.03 0.06
C 0.02 0.02 -0.02
C -0.09 0.04 0.02
C 0.03 -0.05 0.05
C 0.11 -0.03 0.10
C 0.03 -0.04 -0.06
C -1.01 0.65 -0.65
C -0.10 -0.16 0.44
C 0.22 -0.30 0.50
C 0.01 -0.04 0.06
C 0.09 -0.26 -0.54
C -0.09 -0.01 -0.01
C -0.06 0.16 -0.02
C 0.00 0.03 0.05
C 1.05 0.28 0.26
C -0.04 0.03 -0.04
C -0.03 0.00 -0.06
C 0.00 0.03 0.01
C 0.21 -0.07 0.22
C 0.17 0.03 0.05
C -0.11 -0.11 0.00
C -0.14 -0.02 0.16
C -0.16 -0.13 0.07
C -0.23 -0.28 -0.08
C -0.06 -0.32 0.16
C 0.03 0.14 -0.07
C -0.03 0.03 0.11
C -0.36 -0.25 0.31
C -0.11 0.04 0.25
C -0.03 -0.02 0.01
C 0.01 0.07 0.04
C 0.52 0.29 0.34
C -0.03 -0.02 0.09
C 0.00 -0.02 -0.04
C -0.10 -0.08 -0.47
C 0.98 0.06 -0.52
C -0.12 0.13 -0.05
C -0.02 0.31 -0.13
C -0.01 -0.09 -0.01
C -0.03 -0.07 0.13
C 0.07 0.00 -0.06
C 0.25 -0.21 0.05
C 0.02 0.00 0.14
C 0.40 -0.01 0.01
C 0.04 -0.13 0.07
C 0.01 0.05 -0.09
C 0.09 -0.02 -0.03
C 0.06 -0.02 0.06
C -0.04 -0.01 -0.03
C -0.08 0.16 -0.23
H -0.01 -0.03 -0.04
H -0.01 -0.03 0.03
H 0.00 -0.01 0.00
H 0.00 -0.01 -0.02
H 0.00 -0.03 0.03
H 0.05 -0.02 0.09
H -0.03 0.03 0.00
H -0.01 0.09 -0.04
H 0.01 0.04 -0.05
H -0.58 0.07 0.37
H 0.01 -0.09 -0.16
H -0.06 0.02 0.00
H -0.03 -0.01 0.03
H 0.06 -0.01 0.06
H 0.04 0.03 -0.02
H 0.04 0.03 -0.08
H 0.00 -0.01 0.01
H 0.04 -0.06 0.02
H 0.02 0.05 -0.04
H -0.03 -0.04 0.00
H 0.01 -0.02 0.00
H 0.02 0.00 -0.02
H 0.00 0.03 0.01
H -0.04 0.03 0.01
H 0.02 0.02 0.01
H -0.02 0.04 -0.03
H 0.02 -0.05 0.01
H -0.03 -0.01 0.06
H 0.01 0.07 0.00
H 0.01 -0.01 -0.09
H -0.02 0.02 -0.02
H 0.03 -0.04 -0.01
H -0.01 -0.04 0.02
H -0.02 -0.04 -0.01
H -0.02 -0.01 -0.03
H -0.06 0.03 0.06
H -0.02 0.00 -0.05
H -0.08 0.15 -0.01
H 0.04 -0.01 -0.03
H 0.02 -0.04 -0.02
H -0.04 -0.02 -0.02
H -0.02 0.01 -0.01
H -0.01 0.01 -0.05
H 0.03 0.01 -0.01
H 0.03 -0.04 -0.20
H 0.06 0.03 -0.04
H 0.00 0.00 0.05
H -0.01 0.03 -0.02
H -0.08 -0.10 -0.13
H -0.04 0.04 0.04

energy relative to the best compared isomer or geometry (same formula, charge and spin)	27.6	kcal per mole
frontier orbital gap (alpha / beta)	0.189 / 0.189	Ha
highest occupied orbital energy (alpha / beta)	-2.9 / -2.9	eV
spin multiplicity	1
net charge	-1
E	-3877.24786	hartree

The following is a DFT calculation (ωB97M-V with the def2-TZVPD basis set) of C56H51HfNOP4S4 as an isolated structure.

Each line ends with the Löwdin charge.
Element x y z (Å)
1 Hf 0.081 0.413 -0.236  0.97
2 S 2.104 -0.485 1.303  0.35
3 S -1.012 0.209 2.344  0.30
4 S -1.432 2.049 -1.778  0.32
5 S 1.725 0.940 -2.287  0.29
6 P -0.109 2.034 2.345  0.41
7 P 1.146 -0.984 -2.604  0.41
8 P -1.164 3.176 -0.122  0.42
9 P 2.094 -1.953 -0.093  0.42
10 O -1.814 -0.679 -0.504  -0.23
11 N -1.609 -2.589 0.677  0.11
12 C 2.860 -3.940 -4.797  -0.08
13 C -3.780 -1.984 -0.273  -0.07
14 C 3.404 -1.269 -4.256  -0.09
15 C -5.192 3.454 2.114  -0.09
16 C -1.263 5.363 4.374  -0.08
17 C -2.767 3.307 0.745  -0.33
18 C -4.072 -3.318 -0.966  -0.18
19 C 2.600 -5.094 2.474  -0.07
20 C 2.712 -3.865 1.850  -0.08
21 C -2.885 3.667 4.898  -0.09
22 C 1.032 -4.511 0.259  -0.12
23 C 3.756 -2.063 -0.825  -0.34
24 C -4.049 -4.532 -0.047  -0.20
25 C 1.929 -3.566 0.737  -0.35
26 C -2.489 -1.949 -4.179  -0.08
27 C -2.322 -1.716 -0.019  -0.48
28 C -0.809 4.906 -0.539  -0.35
29 C 5.458 -3.347 -1.954  -0.08
30 C 4.568 -0.937 -0.899  -0.11
31 C 0.594 6.852 -0.396  -0.08
32 C -0.298 7.558 -1.183  -0.09
33 C -4.339 4.547 2.097  -0.09
34 C 1.468 2.000 3.239  -0.40
35 C 2.034 -3.222 -3.952  -0.09
36 C -4.833 2.287 1.451  -0.08
37 C 3.965 -3.323 -5.375  -0.09
38 C 0.342 5.521 -0.078  -0.08
39 C -2.678 -4.845 0.536  -0.18
40 C -0.585 4.461 3.574  -0.09
41 C -1.448 6.938 -1.666  -0.08
42 C 6.263 -2.217 -2.027  -0.09
43 C -2.123 -3.734 1.418  -0.15
44 C 3.801 2.560 3.378  -0.08
45 C -3.131 4.471 1.420  -0.09
46 C -0.374 -0.941 -3.606  -0.35
47 C 0.135 2.485 0.738  -0.70
48 C -1.699 5.617 -1.345  -0.10
49 C 0.923 -5.750 0.882  -0.09
50 C -1.332 -1.933 -3.415  -0.10
51 C -1.058 3.158 3.422  -0.34
52 C -2.696 -0.967 -5.138  -0.08
53 C 2.716 1.460 5.222  -0.08
54 C 3.857 2.017 4.650  -0.09
55 C -3.631 2.216 0.766  -0.11
56 C 2.606 2.550 2.669  -0.12
57 C 4.236 -1.993 -5.101  -0.08
58 C -0.590 0.042 -4.565  -0.11
59 C 1.703 -6.041 1.989  -0.08
60 C 4.214 -3.269 -1.352  -0.09
61 C -2.211 2.767 4.083  -0.11
62 C -2.417 4.963 5.042  -0.09
63 C -1.747 0.028 -5.328  -0.08
64 C 1.527 1.452 4.517  -0.09
65 C 2.303 -1.882 -3.680  -0.33
66 C 0.771 -1.692 -1.116  -0.67
67 C 5.816 -1.016 -1.498  -0.08
68 H -2.465 5.323 1.433  0.11
69 H -4.315 -1.934 0.682  0.13
70 H 1.618 -7.004 2.475  0.10
71 H -0.100 8.593 -1.432  0.10
72 H 0.229 -6.488 0.499  0.10
73 H 1.035 4.942 0.521  0.08
74 H 2.546 2.945 1.661  0.09
75 H -3.232 -2.721 -4.024  0.09
76 H 3.406 -3.127 2.236  0.10
77 H 5.800 -4.288 -2.365  0.11
78 H -4.605 5.458 2.617  0.11
79 H 3.619 -0.231 -4.032  0.08
80 H -1.915 0.804 -6.063  0.11
81 H 4.614 -3.883 -6.035  0.10
82 H -1.282 -4.096 2.008  0.12
83 H 3.595 -4.158 -1.299  0.11
84 H 0.643 1.008 4.958  0.10
85 H -2.733 -5.756 1.135  0.12
86 H 2.646 -4.980 -5.007  0.10
87 H -1.158 -2.672 -2.640  0.09
88 H -2.593 5.132 -1.722  0.11
89 H -2.885 -3.395 2.127  0.13
90 H -3.360 1.312 0.231  0.06
91 H -2.590 1.762 3.945  0.07
92 H -1.964 -5.038 -0.268  0.11
93 H -5.056 -3.241 -1.431  0.12
94 H -4.123 -1.150 -0.883  0.13
95 H 6.442 -0.134 -1.551  0.10
96 H 4.689 2.984 2.928  0.10
97 H 3.209 -5.317 3.340  0.10
98 H 7.238 -2.276 -2.492  0.10
99 H 5.100 -1.513 -5.542  0.11
100 H 2.762 1.030 6.213  0.10
101 H 0.133 0.838 -4.690  0.09
102 H -4.418 -5.401 -0.595  0.11
103 H -0.624 -2.371 0.764  0.08
104 H 4.219 0.000 -0.481  0.07
105 H 1.494 7.331 -0.031  0.10
106 H -5.498 1.433 1.462  0.10
107 H -6.136 3.510 2.640  0.10
108 H -0.894 6.374 4.482  0.10
109 H -3.786 3.357 5.410  0.11
110 H -4.756 -4.369 0.775  0.12
111 H -2.947 5.663 5.673  0.10
112 H 4.789 2.021 5.198  0.10
113 H -3.602 -0.973 -5.730  0.10
114 H 0.428 -4.257 -0.605  0.09
115 H 0.318 4.772 3.061  0.11
116 H -2.141 7.485 -2.290  0.10
117 H 1.176 -3.702 -3.495  0.10
118 H -3.358 -3.460 -1.782  0.10

Force components x, y, z for each atom (eV/Å):
Hf -0.66 0.00 0.06
S 0.14 -0.04 -0.12
S 0.06 0.00 0.10
S -0.03 0.05 0.14
S 0.17 -0.11 -0.11
P -0.23 -0.16 0.33
P -0.03 0.06 -0.22
P 0.34 0.11 0.06
P 0.16 0.08 0.12
O -0.07 0.04 0.25
N -0.16 0.33 0.05
C 0.06 0.01 -0.02
C 0.02 0.12 -0.02
C 0.07 0.05 0.00
C 0.00 0.00 -0.03
C -0.08 -0.04 0.05
C -0.04 0.13 0.00
C 0.02 0.02 -0.10
C -0.03 -0.05 -0.02
C 0.03 0.05 0.06
C 0.04 0.01 0.02
C 0.02 -0.05 -0.09
C 0.08 -0.10 0.03
C -0.09 -0.03 0.06
C 0.04 0.08 0.16
C 0.04 -0.02 0.02
C 0.07 -0.20 -0.09
C -0.19 -0.02 -0.35
C 0.05 0.06 -0.02
C -0.06 0.10 0.05
C 0.04 -0.02 0.03
C -0.07 0.01 -0.06
C 0.00 -0.02 -0.06
C -0.02 -0.13 -0.02
C -0.05 0.00 0.02
C -0.06 0.02 0.05
C -0.03 -0.01 0.03
C 0.04 0.00 0.07
C 0.07 -0.01 0.01
C 0.06 0.01 -0.01
C 0.08 0.01 0.05
C -0.06 -0.02 0.02
C 0.01 0.03 0.12
C -0.02 0.00 -0.05
C -0.02 0.04 -0.03
C -0.03 -0.13 0.01
C -0.12 0.04 0.06
C -0.01 0.00 0.00
C -0.02 -0.03 -0.03
C 0.00 0.01 0.02
C 0.04 0.08 -0.09
C 0.00 0.03 -0.03
C 0.09 0.06 -0.06
C -0.03 -0.03 0.05
C 0.06 -0.10 -0.06
C 0.01 0.05 -0.07
C 0.00 -0.01 0.01
C 0.05 0.05 0.01
C 0.02 0.04 0.01
C -0.06 -0.07 -0.05
C -0.04 -0.11 0.06
C 0.06 0.00 -0.02
C -0.06 -0.04 0.00
C -0.01 -0.02 0.05
C -0.04 0.03 -0.04
C 0.30 -0.08 -0.19
C 0.05 -0.01 -0.03
H 0.01 0.03 -0.05
H 0.00 0.00 0.05
H 0.00 -0.02 0.01
H 0.01 0.01 0.00
H -0.01 0.00 0.00
H 0.01 0.01 0.00
H 0.02 0.00 0.02
H -0.01 0.00 -0.02
H -0.01 0.04 -0.03
H 0.00 -0.01 -0.01
H -0.01 0.01 0.01
H -0.02 0.01 0.01
H 0.00 0.02 -0.02
H 0.02 -0.02 -0.02
H -0.05 -0.04 -0.05
H -0.02 0.01 0.02
H -0.05 -0.01 -0.03
H -0.03 -0.01 0.02
H 0.00 -0.02 -0.01
H -0.02 -0.03 0.00
H -0.01 -0.03 0.01
H 0.00 -0.01 -0.02
H 0.01 0.04 0.01
H 0.03 -0.01 -0.01
H 0.04 -0.02 -0.04
H -0.02 -0.01 0.02
H -0.01 -0.03 0.01
H 0.01 0.02 0.00
H 0.03 0.01 0.00
H 0.00 -0.01 0.01
H 0.03 0.00 -0.02
H 0.02 0.01 -0.01
H 0.00 -0.02 0.04
H 0.03 0.00 0.01
H 0.04 -0.01 -0.02
H -0.01 -0.06 -0.08
H 0.00 -0.04 -0.01
H 0.01 0.01 0.01
H -0.01 -0.02 -0.01
H -0.01 0.00 0.01
H 0.02 0.03 0.01
H -0.03 -0.01 0.01
H 0.00 0.00 0.00
H -0.02 0.03 0.02
H 0.02 0.00 0.02
H 0.00 0.01 -0.01
H 0.00 0.00 -0.01
H 0.02 -0.01 -0.02
H 0.00 0.02 -0.01
H -0.02 0.00 0.01
H 0.00 0.00 0.00

energy relative to the best compared isomer or geometry (same formula, charge and spin)	0.0	kcal per mole
frontier orbital gap	0.275	Ha
highest occupied orbital energy	-7.0	eV
spin multiplicity	1
net charge	0
E	-5301.00436	hartree